The following is a quantum chemistry calculation of 2 unconnected molecules or ions with the total composition C2HClN3O in a non-equilibrium geometry, from the Open Molecules 2025 dataset.

Each atom is followed by the atoms it is bonded to, with distances in Å.
Cartesian coordinates (Å):
1 C -0.124 -0.971 0.875  N3 1.254, Cl7 1.672
2 C 0.306 0.406 -1.730  N5 1.207, O6 1.143
3 N -0.189 0.141 1.453  C1 1.254, N4 1.137
4 N -0.627 1.140 1.772  N3 1.137
5 N -0.313 0.243 -0.707  C2 1.207, H8 1.029
6 O 1.227 0.563 -2.388  C2 1.143
7 Cl 0.900 -2.256 1.183  C1 1.672
8 H -1.181 0.735 -0.457  N5 1.029

Maximum force   5.726 eV Å⁻¹
E_tot   -776.027366 hartree
Net charge   +1
Spin multiplicity   1
Energy relative to the best compared isomer or geometry (same formula, charge and spin)   320.3 kJ/mol
Molar mass   118.503 g/mol

The following is a quantum chemistry calculation of a single C2HClO4 molecule in a non-equilibrium geometry, from the Open Molecules 2025 dataset.

Each atom is followed by the atoms it is bonded to, with distances in Å.
Cartesian coordinates (Å):
1 C -0.449 0.510 0.013  C2 1.464, O3 1.215, O6 1.337
2 C 0.471 -0.628 -0.017  C1 1.464, O5 1.262, Cl7 1.724
3 O -1.055 1.035 0.926  C1 1.215
4 O 1.359 -0.839 2.061  O5 1.292
5 O 1.217 -1.196 0.828  C2 1.262, O4 1.292
6 O -0.686 0.931 -1.234  C1 1.337, H8 0.979
7 Cl 0.371 -1.548 -1.471  C2 1.724
8 H -1.229 1.736 -1.105  O6 0.979

⟨S²⟩   2.010
Maximum force   6.878 eV Å⁻¹
E_tot   -837.735020 hartree
Net charge   0
Spin multiplicity   3
Energy relative to the best compared isomer or geometry (same formula, charge and spin)   185.5 kJ/mol
Molar mass   124.479 g/mol

> Which of these has the highest molar mass?

C2HClO4

> The lowest molar mass belongs to which entry?

C2HClN3O

> Which value of net charge does entry 1 give?

+1

> Among the records above, which one has the lowest energy relative to the best compared isomer or geometry (same formula, charge and spin)?

C2HClO4